# 1
The following is a quantum chemistry calculation of C39H35FInN5OTe2 as an isolated structure, from OMol25.

Results
total charge: 0
E_HOMO: -7.32 eV
ΔE to the lowest compared entry with this formula, charge and spin: 63.6 kJ/mol
energy: -2682.1577 Eh

XYZ file:
```
84
Properties=species:S:1:pos:R:3:forces:R:3:mulliken_charge:R:1
In -11.9056 -19.4715 -1.8577 1.5 0.0 -0.5 1.314
N -18.6771 -27.2011 -0.0131 2.0 2.5 0.1 -0.522
C -17.9496 -26.2753 -0.0491 -3.0 -2.8 -0.5 -0.089
C -17.0513 -25.2026 -0.2551 1.1 1.7 0.0 0.665
C -17.3383 -24.0209 -1.0456 -0.2 -2.7 1.4 -0.961
C -16.3621 -23.0725 -1.2256 0.1 -1.1 -0.5 -0.647
C -15.0883 -23.3149 -0.7209 0.9 -0.9 1.7 0.410
C -14.7749 -24.4690 0.0843 -1.6 1.5 -0.9 -0.531
C -15.8139 -25.3768 0.3639 1.9 0.0 -0.3 -0.845
C -14.0994 -22.2463 -0.8577 2.4 2.3 -0.5 0.755
C -12.6856 -22.4775 -1.0897 -1.0 1.0 0.7 -0.187
C -12.0865 -23.6883 -1.4331 1.7 -0.5 -0.2 0.082
C -10.6892 -23.4559 -1.4557 -0.5 -1.3 -0.1 -1.113
C -10.4801 -22.1188 -1.1056 -1.2 0.0 0.7 -0.349
N -11.6484 -21.4903 -0.8513 -1.0 -0.9 -1.1 -0.414
C -14.5497 -20.8663 -0.7571 -1.2 -2.0 -0.9 -0.038
C -15.8379 -20.5001 -0.2598 -0.9 -0.2 0.8 -0.430
C -16.0356 -19.1565 -0.5313 1.0 -0.1 0.4 -1.266
C -14.8772 -18.7597 -1.1871 1.4 1.3 -0.9 0.034
N -14.0026 -19.7706 -1.4368 -0.7 0.5 1.4 0.207
H -18.3435 -24.0775 -1.4302 0.0 0.8 -0.5 0.478
H -16.4436 -22.2261 -1.8746 -0.6 0.3 -0.1 0.732
H -13.7736 -24.4939 0.4889 -0.1 -0.4 0.2 0.579
H -15.5546 -26.2747 0.9664 -0.6 0.8 -0.5 0.377
H -12.5660 -24.6521 -1.6205 0.1 0.5 0.0 0.626
H -9.9287 -24.2334 -1.6243 -0.4 0.6 0.0 0.458
H -9.5581 -21.6024 -0.8992 0.2 0.0 -0.3 0.566
H -16.6005 -21.0994 0.3082 1.3 0.4 -0.7 0.480
H -16.7623 -18.4740 -0.1333 -0.4 -0.1 -0.2 0.392
H -14.5575 -17.7244 -1.4350 -0.5 -0.9 -0.1 0.353
N -10.2998 -13.9100 -1.3007 -0.2 -1.3 -0.7 -0.319
C -10.8731 -13.6646 -2.5167 0.1 2.7 -1.2 0.317
O -10.8511 -12.5557 -3.0971 0.0 -2.3 1.3 -0.659
C -11.5810 -14.8342 -3.1634 0.0 -0.2 -1.5 0.482
C -11.8670 -14.7622 -4.5916 0.0 -0.2 0.3 -0.393
C -12.5088 -15.8315 -5.2292 0.1 0.9 0.8 -0.765
C -12.9238 -16.9082 -4.4359 1.0 -0.2 0.2 -0.295
N -12.5478 -17.0555 -3.1717 0.5 1.2 1.7 -0.005
C -11.8848 -16.0066 -2.4856 -1.6 -1.2 -1.6 -0.622
H -9.6296 -13.2690 -0.8763 -0.4 -0.3 -0.5 0.268
H -10.1901 -14.9249 -1.1865 0.5 0.9 0.7 0.188
H -11.6102 -13.8694 -5.2219 0.0 -0.9 1.2 0.350
H -12.7065 -15.8287 -6.3037 0.0 0.1 0.4 0.422
H -13.5140 -17.7172 -4.8724 0.2 0.1 0.2 0.429
H -11.7855 -16.1494 -1.3856 0.2 -0.1 -1.1 0.494
C -12.3193 -20.7134 -6.8622 -0.6 0.9 2.9 -0.710
Te -12.7587 -21.3692 -4.7132 0.4 -0.4 -1.2 0.050
C -11.5835 -23.1716 -5.2150 0.3 0.3 0.5 -1.004
C -11.4111 -23.1254 -6.7223 -0.5 1.4 0.8 0.737
C -11.0058 -24.2395 -7.4378 -0.1 -0.4 0.6 -0.559
C -11.0164 -24.2802 -8.8107 0.0 0.3 -0.6 -0.529
C -11.1775 -23.0660 -9.5033 0.2 -0.5 2.1 -0.725
C -11.5254 -21.9472 -8.7729 -0.2 0.0 -0.2 -0.814
C -11.7633 -21.9518 -7.3929 0.5 -1.4 -2.1 0.241
H -11.5898 -19.9018 -6.8023 0.0 -0.1 0.1 0.359
H -13.2528 -20.2923 -7.2784 0.4 -0.7 0.0 0.462
H -12.1608 -24.0479 -4.9231 -0.2 0.1 0.0 0.514
H -10.6425 -23.2202 -4.6143 -0.6 0.4 -0.6 0.432
H -10.6570 -25.0557 -6.8259 -0.3 -0.6 -0.2 0.452
H -10.9456 -25.2250 -9.3549 0.6 0.3 0.2 0.381
H -10.8122 -22.9766 -10.4768 -0.2 0.0 -1.7 0.427
H -11.6844 -21.0103 -9.2748 0.1 0.3 -0.4 0.420
F -11.2191 -18.2372 -0.4409 -0.2 0.1 -0.1 -0.790
C -5.2193 -14.7520 -2.4268 -0.7 0.8 -0.6 -1.303
C -6.2016 -15.8822 -2.7140 -0.2 -1.3 0.5 0.274
C -6.4210 -16.9067 -1.7564 0.1 1.4 0.4 -0.931
C -7.3876 -17.8974 -1.8246 -0.9 1.0 -1.8 0.867
C -7.7192 -18.6624 -0.6163 1.1 -0.9 1.7 -1.108
C -8.1759 -17.9447 -3.0086 0.3 0.1 -0.7 0.061
Te -9.4609 -19.5899 -3.6440 -0.9 0.5 1.5 0.036
C -7.9654 -16.9636 -4.0083 0.3 -0.2 -0.3 1.136
C -8.7427 -16.8999 -5.3157 0.0 -0.2 -0.1 -1.483
C -6.9816 -15.9661 -3.8712 0.5 0.1 0.6 -0.858
H -4.6096 -14.8971 -1.5114 -0.5 0.0 -0.6 0.344
H -5.8485 -13.8073 -2.3320 1.0 -1.0 0.1 0.258
H -4.5363 -14.5849 -3.2935 -0.4 -0.1 0.6 0.323
H -5.9473 -16.7960 -0.7801 0.3 0.0 -0.2 0.211
H -7.2016 -18.1823 0.2618 -0.6 -0.4 -0.7 0.364
H -7.2947 -19.7005 -0.6420 -0.7 0.6 -0.1 0.212
H -8.7943 -18.6392 -0.4166 0.1 -0.3 -0.1 0.179
H -9.7686 -16.5618 -5.0847 0.3 -0.2 -0.2 0.285
H -8.8330 -17.9154 -5.8352 0.3 1.7 0.5 0.255
H -8.2466 -16.0821 -5.8993 -0.6 -1.0 -0.1 0.338
H -6.7911 -15.2554 -4.6888 -0.3 -0.3 0.4 0.193
```
Positions in Å, forces in eV/Å.



# 2
The following is a quantum chemistry calculation of C39H35IrN2O3P2S4 as an isolated structure, from OMol25.

Results
total charge: -2
E_HOMO: -1.18 eV
ΔE to the lowest compared entry with this formula, charge and spin: 19.4 kJ/mol
energy: -4222.3901 Eh

XYZ file:
```
86
Properties=species:S:1:pos:R:3:forces:R:3:mulliken_charge:R:1
Ir 0.8299 0.6446 0.2728 -0.1 1.0 -0.2 1.915
S -1.2842 -2.3204 -1.5900 0.0 -0.1 0.1 -0.546
P 0.0903 -2.4617 -0.1611 0.2 -0.2 -0.2 1.407
C 0.3339 -1.2147 1.0069 0.0 -0.3 -0.4 -1.670
P -0.8641 -0.8555 2.2165 -0.1 -0.2 -0.1 1.589
S -2.6354 -0.0687 1.7657 0.1 0.0 0.2 -0.640
C -1.1223 -2.3148 3.3135 0.2 -0.1 -0.1 0.240
C -2.3999 -2.7711 3.6037 0.0 0.0 0.2 -0.420
C -2.5839 -3.8449 4.4695 0.1 0.0 0.0 -0.632
C -1.4874 -4.4780 5.0384 0.0 0.1 0.0 -0.431
C -0.2038 -4.0344 4.7399 0.0 0.0 0.0 -0.709
C -0.0242 -2.9569 3.8841 0.0 0.0 0.0 -0.167
C 0.0300 0.2626 3.3712 -0.1 0.1 -0.1 0.141
C 1.4207 0.2875 3.4092 0.0 0.0 0.1 0.529
C 2.0875 1.1299 4.2962 0.0 0.0 0.0 -1.051
C 1.3691 1.9498 5.1460 -0.1 0.0 0.0 -0.504
C -0.0237 1.9294 5.1150 0.0 -0.1 0.0 -0.609
C -0.6880 1.0903 4.2369 0.0 0.1 0.0 -1.017
C 1.7479 -2.7112 -0.9321 -0.1 0.0 -0.1 0.116
C 2.9105 -2.5112 -0.1978 0.0 -0.1 0.0 0.151
C 4.1587 -2.6813 -0.7846 0.0 0.0 0.0 -0.966
C 4.2553 -3.0367 -2.1223 -0.1 0.0 0.0 -0.543
C 3.0972 -3.2255 -2.8679 0.0 0.0 0.1 -0.574
C 1.8519 -3.0675 -2.2729 0.0 -0.1 0.0 -0.892
C -0.1539 -4.0895 0.6942 0.0 -0.1 -0.1 0.111
C -1.4499 -4.5628 0.8920 0.0 -0.1 0.0 -0.358
C -1.6722 -5.8126 1.4560 0.0 0.1 0.0 -0.682
C -0.6001 -6.6164 1.8236 0.0 0.0 0.0 -0.421
C 0.6946 -6.1536 1.6375 0.0 0.1 0.0 -0.756
C 0.9136 -4.8967 1.0828 -0.1 0.0 0.0 -0.108
H -3.2418 -2.2570 3.1538 0.0 0.0 0.0 0.351
H -3.5864 -4.1939 4.6900 0.0 0.0 0.0 0.372
H -1.6290 -5.3176 5.7096 0.0 0.0 0.0 0.365
H 0.6573 -4.5319 5.1712 0.0 0.0 0.0 0.370
H 0.9739 -2.6040 3.6506 0.0 0.0 0.0 0.312
H 1.9761 -0.3468 2.7309 0.0 -0.1 0.1 0.549
H 3.1701 1.1529 4.3001 0.0 0.0 -0.1 0.390
H 1.8881 2.6235 5.8174 0.0 0.0 0.0 0.343
H -0.5902 2.5845 5.7669 0.0 0.0 0.0 0.360
H -1.7706 1.0745 4.1899 0.0 0.0 0.0 0.336
H 2.8256 -2.1894 0.8321 0.0 0.0 0.0 0.542
H 5.0553 -2.5099 -0.2000 0.0 0.0 0.0 0.366
H 5.2285 -3.1454 -2.5879 0.0 0.0 0.0 0.342
H 3.1641 -3.4763 -3.9205 0.0 0.0 0.0 0.355
H 0.9395 -3.1964 -2.8427 0.0 0.1 0.0 0.312
H -2.2806 -3.9450 0.5703 0.0 0.0 0.0 0.321
H -2.6875 -6.1637 1.6028 0.0 0.0 0.0 0.373
H -0.7728 -7.5981 2.2505 0.0 0.0 0.0 0.358
H 1.5394 -6.7729 1.9178 0.0 0.0 0.0 0.379
H 1.9269 -4.5526 0.9332 0.1 0.0 0.0 0.328
S 1.1917 0.4981 -1.9899 -0.2 -0.3 0.3 -0.274
C 2.8096 1.1718 -2.1016 -0.2 0.0 -0.3 0.257
C 3.2826 1.6560 -3.3238 0.0 0.0 0.0 -0.777
C 4.5751 2.1480 -3.4489 -0.1 -0.1 0.1 -0.570
C 5.4157 2.1591 -2.3387 -0.1 -0.1 0.0 -0.576
C 4.9432 1.6901 -1.1205 0.0 0.0 0.0 -0.856
C 3.6420 1.2057 -0.9901 0.3 -0.1 0.3 0.646
S 3.0783 0.6184 0.5656 0.1 0.0 0.4 -0.529
H 2.6137 1.6399 -4.1790 0.0 0.0 0.0 0.420
H 4.9218 2.5215 -4.4056 0.0 0.0 0.0 0.338
H 6.4287 2.5355 -2.4198 0.0 0.0 0.0 0.340
H 5.5806 1.6997 -0.2423 0.0 0.0 0.0 0.398
C -0.0005 4.4703 -2.2532 0.0 0.0 0.0 -1.053
C -1.4347 4.4850 -1.7277 0.1 0.1 0.0 -1.473
C -1.5331 4.1994 -0.2173 0.0 0.0 -0.1 2.539
C -3.0063 4.0121 0.1869 0.0 0.0 0.1 -1.377
C -3.1899 3.7242 1.6746 0.0 0.0 0.0 -0.949
C -0.9878 5.3935 0.5443 0.1 -0.1 0.0 0.010
O -1.4534 6.5138 0.4172 0.0 0.1 0.0 -0.716
N 0.0451 5.1430 1.3943 -0.1 0.0 0.0 0.166
C 0.7090 3.9050 1.6155 -0.1 -0.1 -0.4 -0.537
O 1.6129 3.9043 2.4216 0.1 0.0 0.1 -0.687
N 0.2837 2.8342 0.8872 0.2 0.4 0.2 -0.234
C -0.7773 2.9095 0.0597 -0.1 -0.2 0.0 0.732
O -1.1400 1.8853 -0.5363 -0.1 0.0 0.4 -0.802
H 0.0252 4.7687 -3.3034 0.0 0.0 0.0 0.491
H 0.4343 3.4697 -2.1838 0.0 0.0 0.0 0.116
H 0.6379 5.1616 -1.6949 0.0 0.0 0.0 0.257
H -2.0221 3.7223 -2.2405 0.0 0.0 0.0 0.413
H -1.8964 5.4589 -1.9047 0.0 0.0 0.0 0.484
H -3.3919 3.1773 -0.4001 0.0 0.0 0.0 0.452
H -3.5425 4.9211 -0.0957 0.0 0.0 0.0 0.409
H -2.7354 2.7679 1.9469 0.0 0.0 0.0 0.016
H -4.2515 3.6591 1.9224 0.0 0.0 0.0 0.459
H -2.7491 4.5127 2.2920 0.0 0.0 0.0 0.272
H 0.4197 5.9212 1.9171 0.0 0.0 0.0 0.268
```
Positions in Å, forces in eV/Å.



- Which of these has the highest total charge?
  C39H35FInN5OTe2



- The lowest energy belongs to which entry?
  C39H35IrN2O3P2S4